DFT (ωB97M-V/def2-TZVPD) results for a structure of composition C35H38N4O4PtS3Se.

CARTESIAN COORDINATES (ANGSTROEM)
Pt: 0.244 0.041 0.348
N: 5.067 1.443 -5.333
C: 4.675 1.143 -4.055
C: 5.091 -0.099 -3.449
C: 4.677 -0.410 -2.160
C: 3.795 0.428 -1.500
C: 3.538 1.739 -1.969
C: 3.974 2.081 -3.234
S: 3.212 -0.053 0.073
O: 2.614 1.146 0.644
O: 4.127 -0.883 0.823
N: 1.844 -1.011 -0.226
C: 1.984 -2.320 -0.429
N: 2.907 -2.626 -1.346
C: 3.047 -3.894 -1.607
C: 2.458 -4.870 -0.845
C: 1.562 -4.422 0.134
N: 1.183 -3.168 0.223
H: 5.320 0.675 -5.938
H: 4.717 2.268 -5.790
H: 5.649 -0.808 -4.050
H: 5.030 -1.314 -1.672
H: 2.979 2.475 -1.385
H: 3.706 3.069 -3.609
H: 3.687 -4.141 -2.455
H: 2.652 -5.932 -0.944
H: 1.126 -5.148 0.825
O: -2.441 1.266 -0.515
S: -3.879 1.114 -0.257
C: -4.284 -0.073 -1.657
C: -5.112 -1.292 -1.354
C: -4.439 -2.500 -0.692
C: -3.189 -2.948 -1.419
S: -1.487 -2.871 -0.595
O: -1.238 -1.270 -0.401
C: -1.744 -3.604 1.036
C: -1.314 -3.024 2.245
C: -1.399 -3.774 3.431
C: -1.928 -5.049 3.441
C: -2.322 -5.625 2.251
C: -2.305 -4.881 1.067
C: -4.036 0.425 1.395
C: -5.318 0.524 1.918
C: -5.578 0.052 3.211
C: -4.586 -0.569 3.918
C: -3.295 -0.641 3.406
C: -3.007 -0.169 2.132
H: -3.326 -0.267 -2.151
H: -4.856 0.606 -2.334
H: -5.514 -1.708 -2.297
H: -6.025 -1.027 -0.764
H: -5.165 -3.323 -0.722
H: -4.251 -2.337 0.397
H: -3.030 -2.349 -2.340
H: -3.221 -4.008 -1.721
H: -0.894 -2.035 2.215
H: -1.041 -3.355 4.362
H: -2.071 -5.609 4.379
H: -2.651 -6.657 2.262
H: -2.769 -5.265 0.191
H: -6.125 0.940 1.327
H: -6.565 0.174 3.642
H: -4.792 -1.047 4.892
H: -2.521 -1.062 4.019
H: -2.031 -0.338 1.693
C: 3.373 7.069 -0.390
C: 2.535 5.870 0.003
C: 2.646 5.400 1.300
C: 2.019 4.237 1.734
C: 2.334 3.615 3.064
C: 1.083 3.623 0.879
Se: 0.044 2.136 1.663
C: 0.916 4.109 -0.422
C: 0.016 3.419 -1.414
C: 1.677 5.181 -0.877
H: 4.225 7.131 0.294
H: 2.760 8.015 -0.362
H: 3.781 6.931 -1.406
H: 3.281 5.945 1.999
H: 3.275 3.961 3.517
H: 2.411 2.519 2.962
H: 1.494 3.742 3.798
H: 0.607 2.996 -2.252
H: -0.637 4.179 -1.880
H: -0.561 2.614 -0.979
H: 1.600 5.471 -1.916

## Properties
F_max in eV/Å: 4.19
Multiplicity: 3
HOMO-LUMO gap (alpha / beta) in eV: 6.82 / 5.98
Calculated total energy in hartree: -5591.61766